No. 1
Computed, not measured: a cluster of 2 separate species, C3H10N2S in total, with ωB97M-V/def2-TZVPD.

Cartesian coordinates (Å):
C -1.81193 2.84860 0.24299
S -0.98209 1.45123 1.00623
C 0.90916 1.49514 0.52788
H -1.33947 3.83522 0.61591
H -1.71372 2.65943 -0.82628
H -2.94057 3.05477 0.43318
H 1.00215 0.79470 -0.24456
H 1.34634 0.81916 1.37811
H 1.55983 2.42654 0.52097
N 1.87455 -2.16328 -0.37696
C 0.61090 -2.35674 -0.87758
N 0.34775 -3.40109 -1.60923
H 2.00045 -2.00619 0.55109
H 2.45850 -2.87950 -0.79474
H -0.21527 -1.66559 -0.77843
H -0.24971 -3.22958 -2.41122

Its energy above the lowest of the compared OMol25 structures with the same formula, charge and spin is 324.61 kJ/mol. As for the strongest force on any atom: 3.78 eV Å⁻¹. The spin multiplicity is 2. The total charge is +1.

---

No. 2
Computed, not measured: a structure of composition C28H43BBrCaF2GaN4O6, with ωB97M-V/def2-TZVPD.

Cartesian coordinates (Å):
N 3.00706 -0.32088 -3.32963
C 2.08976 0.87628 -3.65646
C 2.54915 1.37914 -5.16031
Ga 2.96432 3.40669 -5.29356
C 1.49255 4.64362 -4.52410
C 0.13197 3.74716 -4.27265
C -0.45536 2.91100 -5.58627
C -1.77796 1.93694 -5.48932
C -2.50254 1.82931 -4.00441
C -1.94453 2.69794 -2.68923
C -0.61444 3.67753 -2.78961
H 3.96573 0.13018 -3.28660
H 2.94597 -0.93591 -4.19431
H 0.96767 0.49112 -3.63136
H 2.21234 1.73331 -2.84258
H 1.68361 1.01624 -5.89858
H 3.54470 0.81815 -5.50321
H 3.32390 3.82592 -6.79985
H 4.28516 3.66300 -4.37749
H 1.86704 5.08917 -3.48168
H 1.30603 5.59973 -5.20906
H 0.11541 2.99156 -6.61339
H -2.11195 1.35105 -6.44730
H -3.43816 1.09413 -3.93599
H -2.54139 2.58888 -1.66432
H -0.22005 4.26218 -1.85570
C 5.68992 2.54736 -1.47161
C 5.60953 1.86777 -2.82882
N 5.54278 1.30400 -3.95473
H 5.47787 1.82405 -0.67934
H 6.69152 2.95877 -1.31939
H 4.95942 3.35929 -1.41728
Ca 3.26184 6.51020 -4.19520
B -0.14504 2.57945 2.60153
O -0.79937 3.77894 2.06789
C 0.00502 4.28056 1.12094
O -0.24359 5.28442 0.47301
C 1.17986 3.46146 0.99673
O 2.10685 3.64566 0.22469
O 1.11644 2.44318 1.86543
F -0.98300 1.41129 2.37962
F 0.11940 2.74325 4.02249
C -5.33991 -2.29356 8.05671
C -4.40848 -1.08601 8.01671
C -4.40133 -0.38179 6.65699
N -3.26417 -0.80236 5.67903
C -3.10958 -2.32422 5.59562
C -1.94225 -2.73710 4.70611
C -0.63832 -2.08604 5.14681
C -0.77106 -0.57325 5.24739
C -1.94313 -0.15475 6.12943
C -3.68614 -0.23856 4.30708
H -4.98479 -3.11273 7.42742
H -5.42075 -2.67410 9.07992
H -6.34605 -2.02317 7.72065
H -3.40612 -1.36484 8.35566
H -4.79121 -0.37099 8.75661
H -4.28209 0.69829 6.80337
H -5.35399 -0.54467 6.13701
H -2.91659 -2.69288 6.60748
H -4.05559 -2.73656 5.23012
H -1.83040 -3.82702 4.74807
H -2.14728 -2.49387 3.65736
H 0.16128 -2.34358 4.44308
H -0.34290 -2.48904 6.12371
H -0.87125 -0.14331 4.24426
H 0.15520 -0.15656 5.66047
H -2.07913 0.93232 6.10387
H -1.76308 -0.46257 7.16459
H -3.82547 0.84109 4.41001
H -4.62355 -0.72150 4.01421
H -2.91662 -0.44742 3.56376
C 0.69028 -3.36891 -4.02357
C 0.37602 -4.31673 -4.99877
C 1.22678 -5.40139 -5.22037
C 2.39266 -5.53010 -4.45296
C 2.71451 -4.57591 -3.47859
C 1.85736 -3.49395 -3.26800
N 3.27806 -6.68170 -4.66360
O 2.96858 -7.49399 -5.54796
O 4.28158 -6.77803 -3.94269
H 0.02096 -2.52792 -3.85053
H -0.53463 -4.21160 -5.58463
H 0.96770 -6.13149 -5.98404
H 3.61858 -4.66084 -2.87927
H 2.09687 -2.74955 -2.51186
Br 2.75395 -3.77019 -6.73570

As for the strongest force on any atom: 10.20 eV Å⁻¹. For the total energy, the calculation gives -7163.670381 hartree. The total charge is 0.

---

No. 3
Computed, not measured: a structure of composition C22H35CoNO3P2S, with ωB97M-V/def2-TZVPD.

Cartesian coordinates (Å):
P -1.32860 1.04984 -1.53198
P 0.53013 -1.35471 1.50647
C 0.57812 0.42256 -1.08533
C 0.94358 -0.89271 -0.33023
H 1.17503 1.31218 -0.82076
H 0.80129 0.18717 -2.13013
H 0.68842 -1.77005 -0.95202
H 2.02893 -0.85945 -0.20803
C 1.85372 -0.64829 2.53570
H 1.63993 -0.98854 3.55849
H 1.81061 0.45192 2.49636
H 2.82794 -1.01130 2.18747
C 0.59446 -3.14319 1.42723
H 1.21770 -3.51197 2.24443
H 0.98145 -3.46396 0.44319
H -0.44399 -3.48203 1.55468
C -1.09801 2.79963 -1.86337
H -2.08005 3.28393 -1.74491
H -0.73493 2.93038 -2.88816
H -0.39535 3.24907 -1.14031
C -1.69523 0.15647 -3.03751
H -1.51102 -0.92026 -2.90475
H -1.09132 0.54943 -3.86405
H -2.76428 0.31604 -3.23525
Co -0.40179 0.33408 0.61234
C 3.51683 -0.42077 -1.79267
C 3.64980 0.60413 -0.91314
C 4.24757 1.92410 -1.31276
C 3.58435 2.62054 -2.52827
C 2.16497 2.20525 -2.83754
C 1.86412 1.18055 -3.66329
C 2.87185 0.23357 -4.24174
C 3.91320 -0.35987 -3.25073
C -2.70903 0.79019 -0.37292
H 3.32705 -1.45860 -1.45739
H 3.58390 0.43682 0.16238
H 5.32491 1.82772 -1.52740
H 4.16393 2.60037 -0.44853
H 3.56408 3.70685 -2.31468
H 4.23717 2.50380 -3.41494
H 1.40222 2.91583 -2.49013
H 0.87186 1.11535 -4.13872
H 3.43198 0.71046 -5.06745
H 2.33489 -0.60005 -4.70855
H 4.09842 -1.40287 -3.57378
H 4.87940 0.16047 -3.38711
H -2.95490 -0.26754 -0.18899
H -3.51794 1.25377 -0.95923
H -2.62841 1.30796 0.60511
O -2.23011 -4.01855 3.46586
S -2.87715 -2.96942 2.74053
O -3.75227 -3.31862 1.64462
N -1.76012 -1.75756 2.24674
C -1.96794 -0.55493 2.80995
O -1.35627 0.48848 2.37263
C -3.05494 -0.58477 3.80896
C -3.61308 0.48861 4.51662
C -4.78630 0.25944 5.23926
C -5.40149 -1.01409 5.25324
C -4.86102 -2.07278 4.51486
C -3.68981 -1.82891 3.80451
H -3.10994 1.45465 4.47745
H -5.23303 1.06938 5.81087
H -6.32799 -1.16944 5.81484
H -5.32749 -3.05578 4.47202

Its energy above the lowest of the compared OMol25 structures with the same formula, charge and spin is 544.62 kJ/mol. As for the strongest force on any atom: 4.18 eV Å⁻¹. The spin multiplicity is 4. The total charge is 0.